# 1
2 unconnected molecules or ions with the total composition C2H5N3 in a non-equilibrium geometry, computed with ωB97M-V/def2-TZVPD.

ORCA input file:
```
! wB97M-V def2-TZVPD RIJCOSX def2/J DEFGRID3
* xyz 2 1
C 0.2225 -0.1118 0.0558
C -0.8213 -0.3384 0.9417
N -0.9366 1.9137 -1.9985
N -0.3625 1.2236 -1.3598
N 1.4056 -0.3145 -0.3175
H -0.2522 -0.7694 1.9414
H -1.4855 0.4706 1.2573
H -1.4043 -1.1242 0.6158
H 1.8893 -1.1804 0.0615
H 1.7451 0.2308 -1.1978
*
```

The energy above the lowest of the compared OMol25 structures with the same formula, charge and spin comes out at 214.7 kJ/mol. For the frontier orbital gap, the calculation gives 11.697 eV.

---

# 2
A molecular structure, C24H29Br45F2N2O4PS in a non-equilibrium geometry, computed with ωB97M-V/def2-TZVPD.

ORCA input file:
```
! wB97M-V def2-TZVPD RIJCOSX def2/J DEFGRID3
* xyz 1 1
C 6.6515 4.6157 -0.0574
O 6.5042 5.3357 -1.3323
C 5.7195 4.5235 -2.3169
C 4.1028 4.5720 -1.8779
N 3.7607 5.7259 -1.0517
N 2.4649 5.6489 -0.7139
P 1.9391 7.0508 0.3280
O 0.6775 7.8164 -0.3040
C 1.4326 4.6689 -1.0214
C 1.6744 3.3859 -1.9635
C 0.5779 2.2463 -2.3757
C -0.8807 2.5089 -1.6636
C -0.9614 2.0846 -0.0822
F 0.2134 1.3076 0.4080
C 3.2311 3.3606 -2.4374
S 3.9810 2.0417 -3.5382
O 5.0141 1.1484 -2.7466
O 2.9691 1.0581 -4.1710
F 4.7655 2.8409 -4.8821
H 7.6563 4.8474 0.5203
H 5.7723 4.9550 0.6752
H 6.5707 3.4505 -0.1316
H 6.1685 3.4438 -2.2740
H 5.8465 5.0562 -3.3587
H 1.6869 6.6395 1.6961
H 2.9940 8.0668 0.4063
H 0.3476 4.8058 -0.5641
H 0.4234 2.2537 -3.5529
H 1.0014 1.1859 -2.0280
H -1.7294 1.8897 -2.2202
H -1.1847 3.6602 -1.7208
H -1.0430 3.0376 0.6321
H -1.9371 1.4442 0.1640
C -0.9451 -2.5343 -0.7070
Br 0.0440 -1.6329 -2.1189
Br -0.0034 -2.4656 0.9938
Br -2.7641 -1.8621 -0.5549
H -1.0168 -3.5895 -0.9904
C 5.5336 1.7654 2.2866
Br 4.2396 2.4472 1.0042
Br 6.1267 3.1473 3.5206
Br 4.8669 0.1963 3.2232
H 6.4125 1.4478 1.7159
C 0.8730 11.3773 -0.9441
Br -0.0483 12.8830 -1.7615
Br 2.6673 11.1512 -1.6606
Br 0.8789 11.4996 0.9972
H 0.3083 10.4765 -1.2060
C -2.9131 -6.4177 -2.3531
Br -3.6695 -4.7626 -3.0406
Br -1.4993 -6.0847 -1.0593
Br -4.2843 -7.5985 -1.6393
H -2.4546 -6.9363 -3.2015
C 0.8303 -7.1472 1.9034
Br 1.0319 -8.8636 2.7964
Br 0.1910 -5.7696 3.1189
Br 2.4630 -6.6086 0.9932
H 0.0625 -7.2756 1.1334
C -6.5045 -1.9693 0.4558
Br -6.4788 -0.1154 -0.1330
Br -5.9069 -2.1519 2.2980
Br -8.2434 -2.7943 0.1737
H -5.7876 -2.5129 -0.1683
C -5.7692 -8.2334 2.3111
Br -5.4688 -6.3177 2.4660
Br -4.1721 -9.2541 2.7489
Br -7.3063 -8.8117 3.3536
H -6.0006 -8.4369 1.2604
C 2.6876 -6.9340 -3.5618
Br 4.3403 -7.0039 -2.5384
Br 1.5668 -8.4898 -3.2340
Br 1.7225 -5.2712 -3.2655
H 2.9659 -6.9578 -4.6206
C -2.6787 -0.4073 4.7098
Br -1.4461 -0.0121 3.2577
Br -4.0595 0.9526 4.8774
Br -3.4359 -2.1921 4.5510
H -2.0968 -0.3882 5.6372
C 4.4876 2.1610 6.8466
Br 6.1403 2.0911 7.8700
Br 3.3668 0.6052 7.1744
Br 3.5225 3.8237 7.1429
H 4.7659 2.1372 5.7878
C 7.0750 -2.0865 -3.6853
Br 6.7238 -2.1548 -1.7732
Br 8.8365 -1.3572 -4.0720
Br 6.8058 -3.8164 -4.5330
H 6.3419 -1.3995 -4.1207
C -11.6637 -5.4347 0.2142
Br -11.6379 -3.5809 -0.3747
Br -11.0661 -5.6174 2.0563
Br -13.4025 -6.2598 -0.0680
H -10.9468 -5.9784 -0.4099
C 10.0717 1.8311 -1.5827
Br 10.3720 3.7468 -1.4279
Br 11.6687 0.8104 -1.1450
Br 8.5346 1.2528 -0.5402
H 9.8402 1.6276 -2.6335
C -15.6378 -6.6421 -3.4290
Br -14.4052 -6.2469 -4.8811
Br -17.0186 -5.2822 -3.2614
Br -16.3950 -8.4269 -3.5878
H -15.0560 -6.6230 -2.5016
C -2.4521 5.0146 5.5313
Br -1.2192 3.7455 4.7232
Br -3.7255 5.7115 4.2364
Br -3.3419 4.2666 7.0911
H -1.8544 5.8631 5.8804
*
```

The energy above the lowest of the compared OMol25 structures with the same formula, charge and spin comes out at 580.2 kJ/mol. For the frontier orbital gap, the calculation gives 4.622 eV.

---

# 3
10 unconnected molecules or ions with the total composition C35H76N3O24P5S2 in a non-equilibrium geometry, computed with ωB97M-V/def2-TZVPD.

ORCA input file:
```
! wB97M-V def2-TZVPD RIJCOSX def2/J DEFGRID3
* xyz 0 1
C 4.3574 -4.0300 6.9518
O 5.0800 -3.2445 5.9890
P 6.4525 -3.8047 5.3576
O 6.2018 -4.9306 4.4219
O 7.1334 -2.5339 4.6873
C 6.5816 -2.0705 3.4358
O 7.3802 -4.1526 6.6612
C 8.7745 -4.4605 6.5747
H 4.3044 -3.3964 7.8371
H 4.8552 -4.9841 7.1249
H 3.3212 -4.1259 6.6273
H 5.5536 -2.3554 3.2120
H 7.1179 -2.2590 2.5058
H 6.4157 -0.9950 3.4979
H 9.2295 -3.6436 7.1350
H 9.0796 -4.4819 5.5285
H 8.9793 -5.4242 7.0411
C 6.6533 4.0204 10.2094
O 5.9895 3.6978 9.0480
P 6.2107 2.2877 8.2935
O 6.2953 1.0303 9.0686
O 5.0576 2.4229 7.1543
C 3.8559 1.6918 7.2960
O 7.6177 2.6010 7.5189
C 8.4995 1.5797 7.2930
H 6.0404 4.7070 10.7935
H 7.6500 4.4044 9.9922
H 6.7730 3.1411 10.8423
H 3.3599 1.8192 6.3338
H 3.1419 2.1017 8.0103
H 4.0783 0.6579 7.5602
H 8.2078 1.3276 6.2735
H 8.3858 0.6834 7.9028
H 9.5151 1.9637 7.3888
C -1.9422 4.7563 -10.8542
O -1.7717 3.3619 -11.1946
P -0.3351 2.5956 -10.9911
O 0.7065 3.2408 -11.7922
O -0.1177 2.5420 -9.3905
C -1.0705 2.1200 -8.4269
O -0.6138 1.0056 -11.4079
C 0.4484 0.1386 -11.6052
H -0.9911 5.2308 -10.6129
H -2.6710 4.8644 -10.0509
H -2.3334 5.2872 -11.7221
H -1.5197 3.0249 -8.0175
H -0.4754 1.5380 -7.7231
H -1.9419 1.5356 -8.7221
H 0.6190 -0.0143 -12.6709
H 0.3261 -0.7626 -11.0044
H 1.3776 0.5778 -11.2423
C 0.3363 -6.9456 3.6073
O -0.5788 -7.6605 4.3517
P -0.1162 -9.0474 5.1018
O 1.3126 -9.1103 5.5149
O -0.4871 -10.2178 3.9386
C -1.6007 -9.9078 3.0792
O -1.1714 -9.2630 6.3146
C -1.3829 -10.5326 6.8146
H 1.3881 -7.2312 3.6205
H 0.2637 -5.8878 3.8602
H -0.0305 -7.0848 2.5904
H -2.0678 -10.8069 2.6771
H -1.3040 -9.2061 2.2997
H -2.3358 -9.3553 3.6644
H -0.9225 -11.3759 6.3000
H -2.4616 -10.6885 6.8290
H -0.9708 -10.7050 7.8088
C -7.5691 4.9328 -4.5048
O -6.9715 3.9205 -3.7194
P -6.6950 2.4306 -4.2507
O -5.2659 1.9370 -4.0052
O -7.1359 2.4327 -5.8301
C -7.3092 1.2264 -6.6188
O -7.8174 1.5535 -3.4721
C -7.8618 1.4744 -2.0644
H -7.0640 5.8976 -4.4584
H -8.5218 5.1093 -4.0056
H -7.7771 4.5294 -5.4958
H -6.3898 0.9407 -7.1297
H -8.0508 1.4682 -7.3802
H -7.7878 0.4329 -6.0447
H -7.4439 2.4059 -1.6825
H -7.2668 0.6208 -1.7398
H -8.8600 1.3110 -1.6583
O -2.3892 0.5736 5.6169
S -3.7376 1.0282 5.2245
O -4.7143 0.1781 4.5444
C -4.6063 1.7777 6.7259
C -5.2299 3.0724 6.2032
C -4.2239 3.7692 5.3141
C -3.7509 2.6909 4.3975
H -3.8378 2.0397 7.4531
H -5.2828 0.9822 7.0386
H -6.1324 2.8604 5.6301
H -5.6714 3.7350 6.9476
H -3.4328 4.2318 5.9041
H -4.7039 4.5074 4.6716
H -2.7857 2.8753 3.9260
H -4.6000 2.6371 3.7162
O 5.8675 -1.1663 -7.0838
S 4.8355 -0.4122 -6.3468
O 3.4421 -0.7267 -6.6212
C 4.9848 -0.4198 -4.4744
C 5.6277 0.9870 -4.2021
C 5.1247 2.0812 -5.1875
C 5.1487 1.4412 -6.5729
H 5.5349 -1.2888 -4.1135
H 3.9867 -0.4636 -4.0384
H 5.4257 1.3246 -3.1855
H 6.7164 0.9612 -4.2476
H 5.8195 2.9195 -5.2380
H 4.1205 2.4608 -4.9986
H 6.1393 1.5770 -7.0069
H 4.3813 1.8191 -7.2484
C 0.5368 0.0724 0.6879
C 1.2862 1.0942 0.0727
C 0.6555 1.4773 -1.1196
N -0.5108 0.8126 -1.2077
C -0.5581 -0.0459 -0.1484
H 0.8468 -0.4756 1.5654
H 2.1905 1.4929 0.5083
H 0.8916 2.2879 -1.7931
H -1.2643 0.9643 -1.8629
H -1.4029 -0.7188 -0.1466
C -2.7050 6.8556 0.8368
C -3.0068 8.1659 1.2743
C -4.3122 8.4162 0.8818
N -4.7920 7.3613 0.1924
C -3.8463 6.3816 0.2033
H -1.7577 6.4157 1.1116
H -2.1791 8.7456 1.6555
H -4.8973 9.3189 0.9781
H -5.7058 7.2184 -0.2132
H -3.9073 5.4690 -0.3709
C -4.3490 -3.9960 -7.9317
C -5.6144 -4.1195 -7.3672
C -5.3692 -3.8433 -6.0242
N -4.0877 -3.3304 -5.8246
C -3.4288 -3.5019 -7.0261
H -3.9508 -4.1965 -8.9154
H -6.5448 -4.4634 -7.7944
H -6.0865 -3.7540 -5.2218
H -3.6916 -2.8919 -5.0055
H -2.4216 -3.1503 -7.1941
*
```

For the frontier orbital gap, the calculation gives 8.212 eV.

---

# 4
C6H5NS in the gas phase in a non-equilibrium geometry, computed with ωB97M-V/def2-TZVPD.

ORCA input file:
```
! wB97M-V def2-TZVPD RIJCOSX def2/J DEFGRID3
* xyz 0 1
C -1.0010 -1.0953 -1.6991
C 0.5278 -1.5232 0.3948
C 0.0363 -1.1191 -0.8722
C -0.3759 0.2465 -1.3760
C 1.0996 0.4551 1.7183
C 0.2343 1.6141 1.3695
N 0.8725 -0.7097 1.3500
S -1.1433 1.2661 -0.1005
H -1.6487 -1.6423 -2.3580
H 0.4714 -2.6286 0.7115
H -0.2595 2.2813 2.2507
H 1.0282 2.2242 0.8979
H 0.1584 0.6307 -2.2869
*
```

The energy above the lowest of the compared OMol25 structures with the same formula, charge and spin comes out at 532.2 kJ/mol. For the frontier orbital gap (alpha / beta), the calculation gives 7.002 / 7.003 eV.

---

# 5
2 unconnected molecules or ions with the total composition C13H27BClNO3 in a non-equilibrium geometry, computed with ωB97M-V/def2-TZVPD.

ORCA input file:
```
! wB97M-V def2-TZVPD RIJCOSX def2/J DEFGRID3
* xyz 0 1
C -0.9250 1.2444 5.0282
C -1.1899 0.8471 3.5850
O -0.5266 1.6254 2.6323
B 0.9438 1.7486 2.7460
C 1.6961 0.2852 2.8320
C 3.1544 0.4051 3.0520
O 3.8387 1.3535 3.0316
Cl 3.9423 -1.2297 3.4086
H -1.6568 0.7311 5.6520
H -1.0612 2.3148 5.1353
H 0.0529 0.9356 5.3802
H -2.2605 0.9644 3.4019
H -0.9889 -0.2259 3.4622
H 1.3565 2.3402 1.7303
H 1.2733 2.4845 3.6820
H 1.3432 -0.3709 3.6266
H 1.5734 -0.2356 1.8833
C -2.3791 0.1780 -2.2406
C -0.9241 0.6855 -2.2514
C -0.2818 0.4392 -3.6179
C 0.0048 -1.0349 -3.9039
C 0.8424 -1.6712 -2.7929
C 0.2785 -1.4758 -1.3815
N -0.0778 -0.0118 -1.2077
O 0.8746 0.6533 -0.8825
C -0.9448 -2.3794 -1.1486
C 1.3089 -1.8900 -0.3392
C -0.9959 2.1753 -1.9430
H -3.0180 0.9174 -2.7163
H -2.5224 -0.7482 -2.7909
H -2.7425 0.0367 -1.2230
H 0.6551 1.0018 -3.6791
H -0.9457 0.8515 -4.3768
H -0.9268 -1.5880 -4.0408
H 0.5454 -1.1161 -4.8472
H 0.9445 -2.7421 -2.9628
H 1.8515 -1.2497 -2.8299
H -1.4440 -2.1252 -0.2136
H -0.6153 -3.4128 -1.0769
H -1.6774 -2.3436 -1.9504
H 2.2698 -1.3995 -0.4824
H 1.4711 -2.9617 -0.4183
H 0.9618 -1.6696 0.6703
H -1.4288 2.3511 -0.9580
H -1.6279 2.6530 -2.6872
H -0.0218 2.6587 -1.9769
*
```

For the frontier orbital gap, the calculation gives 3.547 eV.

---

# 6
A gas-phase ion, C18H19O2S (charge +1) in a non-equilibrium geometry, computed with ωB97M-V/def2-TZVPD.

ORCA input file:
```
! wB97M-V def2-TZVPD RIJCOSX def2/J DEFGRID3
* xyz 1 1
C -2.6631 -1.7826 3.6349
S -1.2724 -0.7048 3.2669
C 0.1120 -1.8396 3.6308
H -3.5397 -1.1534 3.7949
H -2.8270 -2.5070 2.8299
H -2.3614 -2.2682 4.5652
H 0.9952 -1.2198 3.8005
H -0.2227 -2.3200 4.5532
H 0.2474 -2.5506 2.8078
C 1.7629 -2.1974 -6.0210
O 0.5693 -2.3997 -5.2254
C 0.3944 -1.6387 -4.1118
C -0.7671 -1.8899 -3.3463
C -0.9816 -1.2061 -2.1707
C -0.0488 -0.2439 -1.7045
C -0.2224 0.4116 -0.4164
O 0.7807 1.3086 -0.1372
C 0.7092 2.0908 1.0178
C -0.2970 1.9016 1.9728
C -0.3873 2.8661 2.9997
C 0.5276 3.9171 3.0680
C 1.5612 4.0292 2.1374
C 1.6637 3.1044 1.1016
C -1.3232 0.8757 1.7080
C -1.2464 0.1820 0.4546
C 1.0837 0.0199 -2.4869
C 1.3123 -0.6557 -3.6740
H 1.6634 -2.9201 -6.8411
H 1.8102 -1.1684 -6.4274
H 2.6814 -2.4088 -5.4395
H -1.4733 -2.6377 -3.6876
H -1.8626 -1.4031 -1.5783
H -1.2304 2.7995 3.6982
H 0.4477 4.6370 3.8844
H 2.3013 4.8180 2.2139
H 2.4775 3.1077 0.3844
H -2.3249 1.1803 2.0345
H -2.0794 -0.4483 0.1449
H 1.8237 0.7556 -2.1792
H 2.2056 -0.4410 -4.2567
*
```

The energy above the lowest of the compared OMol25 structures with the same formula, charge and spin comes out at 98.9 kJ/mol. For the frontier orbital gap, the calculation gives 6.945 eV.

---

# 7
C2H2BrO2P in the gas phase in a non-equilibrium geometry, computed with ωB97M-V/def2-TZVPD.

ORCA input file:
```
! wB97M-V def2-TZVPD RIJCOSX def2/J DEFGRID3
* xyz 0 1
C -0.8086 -0.6093 0.0643
C -0.8284 0.8147 -0.1750
O 0.3515 -1.1984 0.0851
O 0.1749 1.4245 -0.6002
P 1.9121 -1.3470 0.0719
Br 2.7607 0.6339 0.4040
H -1.6620 -1.1149 0.1789
H -1.9001 1.3964 -0.0289
*
```

The energy above the lowest of the compared OMol25 structures with the same formula, charge and spin comes out at 152.7 kJ/mol. For the frontier orbital gap (alpha / beta), the calculation gives 6.832 / 7.765 eV.

---

# 8
A molecular structure, C5H11NO2 in a non-equilibrium geometry, computed with ωB97M-V/def2-TZVPD.

ORCA input file:
```
! wB97M-V def2-TZVPD RIJCOSX def2/J DEFGRID3
* xyz 0 1
C 1.3297 -2.0801 0.0482
C 0.8949 -0.6046 -0.1251
C -0.6251 -0.4586 -0.4290
C -0.9348 0.9759 -0.8725
C -1.6072 1.8625 0.2246
O -1.1592 1.6121 1.4647
O -2.2662 2.8467 -0.0694
N 1.3706 0.1649 1.0799
H 2.4047 -2.0830 0.2517
H 1.2048 -2.6612 -0.9084
H 0.7697 -2.5230 0.8827
H 1.3869 -0.1824 -1.0473
H -1.2545 -0.8028 0.3910
H -0.7221 -1.0752 -1.3255
H -0.0678 1.4716 -1.3017
H -1.7507 1.0804 -1.6363
H -2.1842 1.1397 1.0719
H 0.8128 0.9740 1.2998
H 2.3976 0.3430 1.0008
*
```

The energy above the lowest of the compared OMol25 structures with the same formula, charge and spin comes out at 360.6 kJ/mol. For the frontier orbital gap, the calculation gives 8.791 eV.